No. 1
C3H6N2S | the ωB97M-V functional and the def2-TZVPD basis

```
! wB97M-V def2-TZVPD RIJCOSX def2/J DEFGRID3
* xyz 0 1
H 1.17 1.15 -1.11
S 2.00 -2.03 -0.68
H -0.55 1.20 1.85
C 0.48 1.92 -0.58
C -0.99 0.86 0.93
N -0.63 1.08 -0.24
H 0.11 2.58 -1.38
H 0.96 2.48 0.23
H -0.87 -3.90 0.25
N -0.47 -3.03 -0.10
H -1.86 0.33 1.10
C 0.65 -2.65 -0.27
*
```

Computed properties:
Orbital gap in eV: 10.216
Largest force on an atom in eV Å⁻¹: 2.65
ΔE to the lowest compared entry with this formula, charge and spin in kcal/mol: 46.6
E_HOMO in hartree: -0.345

Atom charges from the Löwdin analysis, given in e for atoms 1 to 5: 0.088 0.714 0.067 -0.163 -0.077

No. 2
C3H6N2S | the ωB97M-V functional and the def2-TZVPD basis

```
! wB97M-V def2-TZVPD RIJCOSX def2/J DEFGRID3
* xyz 0 1
N -0.68 0.12 1.68
N -1.22 2.19 0.68
C 1.09 -0.32 -0.69
H -0.51 -0.88 1.46
H 0.53 1.79 -1.01
C -0.67 1.07 0.68
C 0.09 0.83 -0.71
S 0.74 -1.87 -0.90
H -1.33 0.32 2.40
H -0.61 0.64 -1.58
H 2.16 -0.03 -0.47
H -1.79 2.47 1.51
*
```

Computed properties:
Orbital gap in eV: 8.509
Largest force on an atom in eV Å⁻¹: 2.55
ΔE to the lowest compared entry with this formula, charge and spin in kcal/mol: 31.9
E_HOMO in hartree: -0.329

Atom charges from the Löwdin analysis, given in e for atoms 1 to 5: 0.118 0.091 -0.691 0.078 0.102

No. 3
C3H6N2S2 | the ωB97M-V functional and the def2-TZVPD basis

```
! wB97M-V def2-TZVPD RIJCOSX def2/J DEFGRID3
* xyz 0 1
H 3.03 2.52 0.60
N 0.34 -1.25 0.55
H -1.98 -1.60 -0.13
S -3.08 1.70 0.29
C 2.19 0.37 0.30
N 0.96 -0.11 0.42
H -2.94 -1.32 -1.49
H 0.28 0.58 0.04
H 2.99 -0.29 0.18
H 1.09 -1.95 0.65
S 2.27 1.99 -0.36
C -2.76 0.26 -0.29
C -2.38 -0.89 -0.75
*
```

Computed properties:
Orbital gap in eV: 8.145
Largest force on an atom in eV Å⁻¹: 3.25
ΔE to the lowest compared entry with this formula, charge and spin in kcal/mol: 108.7
E_HOMO in hartree: -0.297

Atom charges from the Löwdin analysis, given in e for atoms 1 to 5: -0.149 0.040 0.017 0.705 -0.532

No. 4
C3H6N2S2 | the ωB97M-V functional and the def2-TZVPD basis

```
! wB97M-V def2-TZVPD RIJCOSX def2/J DEFGRID3
* xyz 0 1
H 0.05 1.43 0.65
H 2.05 -1.59 -0.85
N 0.06 -1.03 0.28
C -2.50 -0.11 -0.33
H 1.67 1.19 1.42
S -4.09 0.00 -0.22
H 0.25 -1.95 -0.08
C 1.12 1.21 0.50
C 1.16 -0.19 -0.04
H -1.91 0.32 -1.23
N 2.10 -0.57 -0.83
S -1.41 -0.66 0.97
H 1.45 1.95 -0.22
*
```

Computed properties:
Orbital gap in eV: 8.430
Largest force on an atom in eV Å⁻¹: 2.34
ΔE to the lowest compared entry with this formula, charge and spin in kcal/mol: 35.1
E_HOMO in hartree: -0.331

Atom charges from the Löwdin analysis, given in e for atoms 1 to 5: 0.037 0.043 -0.351 -1.060 0.085

No. 5
C3H6N2S2 | the ωB97M-V functional and the def2-TZVPD basis

```
! wB97M-V def2-TZVPD RIJCOSX def2/J DEFGRID3
* xyz 0 1
N -0.47 0.14 -1.49
H 1.24 -1.39 1.87
N -0.29 -1.03 0.57
H 1.04 0.24 1.54
C 1.09 -0.71 1.08
H 0.38 -0.04 -2.02
H -2.97 1.02 0.80
H -1.12 0.40 -2.24
S -5.14 0.34 0.39
S -2.67 -0.99 -0.51
C -0.91 -0.47 -0.40
C -3.52 0.27 0.26
H 1.93 -0.61 0.28
*
```

Computed properties:
Orbital gap in eV: 8.578
Largest force on an atom in eV Å⁻¹: 3.94
ΔE to the lowest compared entry with this formula, charge and spin in kcal/mol: 43.8
E_HOMO in hartree: -0.316

Atom charges from the Löwdin analysis, given in e for atoms 1 to 5: 0.075 0.048 -0.033 0.048 -0.099

No. 6
C3H6N2S2 | the ωB97M-V functional and the def2-TZVPD basis

```
! wB97M-V def2-TZVPD RIJCOSX def2/J DEFGRID3
* xyz 0 1
C 1.38 1.32 -1.83
H -1.61 0.72 2.57
H 0.92 -1.50 -1.06
H 3.27 0.10 -2.29
H 0.55 1.94 -1.68
H -1.25 -0.74 2.11
S 0.57 -1.97 1.11
N 0.39 -1.04 -0.25
C 2.41 0.70 -2.12
C -1.85 0.08 1.86
N -0.29 -0.04 -0.51
H -2.97 -0.33 1.93
S -1.52 0.76 0.17
*
```

Computed properties:
Orbital gap (spin up / spin down) in eV: 7.872 / 7.872
Largest force on an atom in eV Å⁻¹: 6.10
ΔE to the lowest compared entry with this formula, charge and spin in kcal/mol: 135.2
E_HOMO (spin up / spin down) in hartree: -0.299 / -0.299

Atom charges from the Löwdin analysis, given in e for atoms 1 to 5: -0.032 -0.043 0.108 0.012 0.003